1.
Density functional theory data (ωB97M-V/def2-TZVPD) for a molecular structure, C26H34FPReSSe2.

Its charge is +2. As for the orbital gap (spin up / spin down): 6.19 / 7.01 eV. As for the expectation value of S²: 3.793. As for the highest occupied orbital energy (spin up / spin down): -13.34 / -14.65 eV. The spin multiplicity is 4.

Element x y z (Å)
Re: 1.0875 -0.2592 0.0787
C: -0.4258 -0.8383 3.4020
C: 0.7646 -1.1087 2.5287
C: 1.8491 -0.1959 2.5216
C: 1.7971 1.0750 3.3180
C: 2.9906 -0.4850 1.7245
C: 4.1622 0.4522 1.6960
C: 3.0382 -1.6960 0.9857
C: 4.2192 -1.9537 0.1036
C: 2.0562 -2.7131 1.1820
C: 2.2987 -4.0752 0.6166
C: 0.8843 -2.3810 1.8580
C: -0.2547 -3.3509 1.9463
H: -1.2171 -0.3111 2.8632
H: -0.1420 -0.2351 4.2594
H: -0.8469 -1.7645 3.7823
H: 2.2303 0.9103 4.3079
H: 0.7781 1.4260 3.4440
H: 2.3636 1.8692 2.8383
H: 4.0812 1.1726 0.8801
H: 5.0894 -0.0978 1.5609
H: 4.2393 0.9965 2.6327
H: 4.5336 -1.0420 -0.4002
H: 4.0119 -2.7112 -0.6449
H: 5.0607 -2.3023 0.7085
H: 2.1360 -4.1085 -0.4651
H: 1.6650 -4.8258 1.0779
H: 3.3321 -4.3749 0.7852
H: -0.1654 -3.9463 2.8596
H: -0.2740 -4.0384 1.1059
H: -1.2143 -2.8413 1.9962
Se: -1.3640 -0.6525 -0.1001
P: -1.5524 1.5328 -0.4399
Se: 0.3523 2.1547 0.4116
C: -2.9674 2.2452 0.3875
C: -2.8414 2.8307 1.6470
C: -3.9587 3.3670 2.2667
C: -5.1944 3.3070 1.6387
C: -5.3217 2.7181 0.3867
C: -4.2120 2.1924 -0.2453
C: -1.6110 1.8465 -2.2056
C: -1.0576 3.0287 -2.6952
C: -1.1467 3.3169 -4.0468
C: -1.7908 2.4334 -4.9048
C: -2.3450 1.2581 -4.4156
C: -2.2584 0.9625 -3.0658
H: -1.8798 2.8773 2.1426
H: -3.8612 3.8359 3.2352
H: -6.0647 3.7297 2.1210
H: -6.2863 2.6805 -0.0988
H: -4.3134 1.7609 -1.2341
H: -0.5449 3.7181 -2.0366
H: -0.7124 4.2287 -4.4309
H: -1.8611 2.6628 -5.9589
H: -2.8491 0.5765 -5.0859
H: -2.6830 0.0369 -2.6905
C: 1.2559 -0.5852 -3.3110
S: 1.4154 -1.7413 -1.9341
C: 0.0191 -2.8314 -2.2712
H: 0.2767 -0.1094 -3.2900
H: 1.3883 -1.1527 -4.2297
H: 2.0479 0.1498 -3.2088
H: 0.2788 -3.4530 -3.1255
H: -0.8740 -2.2453 -2.4734
H: -0.1515 -3.4624 -1.4011
F: 2.5400 0.5367 -0.8916

2.
Density functional theory data (ωB97M-V/def2-TZVPD) for a gas-phase ion, C3H8N3O (charge +1) at a distorted geometry.

Its charge is +1. As for the orbital gap: 7.64 eV. Its SMILES is C/C(O)=N/CN=[NH2+]. As for the energy above the lowest of the compared OMol25 structures with the same formula, charge and spin: 426.37 kJ/mol. As for the highest occupied orbital energy: -14.07 eV. The spin multiplicity is 1.

Element x y z (Å)
C: 2.4195 0.4781 -0.4147
C: 1.1975 -0.1514 0.1679
O: 1.2020 -1.4987 0.1240
N: 0.3285 0.6555 0.5711
C: -1.0363 0.4555 0.9492
N: -1.6488 -0.4296 0.1239
N: -2.5802 -0.2830 -0.6588
H: 2.5547 1.5243 -0.8430
H: 2.5632 -0.2483 -1.2932
H: 3.3592 0.4202 0.2717
H: 0.3277 -1.9239 0.0809
H: -1.2234 0.0596 1.9865
H: -1.4270 1.5357 0.8402
H: -2.9047 -1.1141 -1.0622
H: -3.1319 0.5201 -0.8434

3.
Density functional theory data (ωB97M-V/def2-TZVPD) for a molecular structure, C29H44IrN2O3P at a distorted geometry.

Its charge is 0. As for the orbital gap: 6.07 eV. As for the energy above the lowest of the compared OMol25 structures with the same formula, charge and spin: 0.00 kJ/mol. As for the highest occupied orbital energy: -6.58 eV. The spin multiplicity is 1.

Element x y z (Å)
Ir: -0.0133 0.9731 -0.0099
C: -1.7671 3.2832 3.0109
C: -2.2278 2.3930 1.8756
C: -3.6961 2.0221 2.0191
O: -1.4321 1.1700 1.8471
C: -2.0679 3.1038 0.5134
O: -2.4582 4.2577 0.4256
O: -1.5978 2.3784 -0.4374
H: -2.0890 2.8867 3.9788
H: -2.1927 4.2737 2.8705
H: -0.6767 3.3814 3.0134
H: -3.8724 1.4804 2.9524
H: -4.0196 1.4020 1.1835
H: -4.2885 2.9371 2.0169
H: -0.9834 1.0818 2.6934
C: 0.9940 3.9133 -1.8769
C: 1.0010 2.4875 -2.4493
C: -0.2789 2.2671 -3.2655
C: 2.2092 2.3356 -3.3871
C: 1.1733 1.5315 -1.2747
H: 1.0025 4.6388 -2.6955
H: 1.8749 4.0909 -1.2508
H: 0.0942 4.0724 -1.2797
H: -0.3286 3.0038 -4.0734
H: -1.1622 2.3796 -2.6445
H: -0.2894 1.2711 -3.7164
H: 2.1269 3.0349 -4.2228
H: 2.2666 1.3242 -3.7982
H: 3.1457 2.5432 -2.8602
H: 2.2350 1.4215 -0.9848
N: 5.3588 -1.7391 2.6815
C: 4.6660 -0.8427 2.4958
C: 3.7868 0.2838 2.2677
C: 4.1434 1.5659 2.6534
C: 3.2463 2.5896 2.4258
C: 2.0228 2.2931 1.8416
N: 1.6799 1.0579 1.4538
C: 2.5559 0.0742 1.6560
H: 5.0980 1.7460 3.1303
H: 3.4769 3.6090 2.7012
H: 1.2812 3.0618 1.6718
H: 2.2689 -0.9139 1.3242
C: -2.6095 -3.1721 -1.1172
C: -2.2723 -1.7300 -0.7300
C: -2.7951 -0.7590 -1.7907
C: -2.9641 -1.4422 0.6046
P: -0.4307 -1.3574 -0.4562
C: -0.0761 -2.4379 1.0095
C: 0.1675 -3.8136 0.9898
C: 0.4121 -4.5207 2.1608
C: 0.4118 -3.8715 3.3863
C: 0.1548 -2.5102 3.4311
C: -0.0840 -1.8114 2.2559
C: 0.6145 -2.0793 -1.8758
C: 0.6008 -1.1352 -3.0815
C: 0.2247 -3.4533 -2.4326
C: 2.0531 -2.1201 -1.3339
H: -3.6924 -3.3077 -1.0318
H: -2.1402 -3.8968 -0.4477
H: -2.3345 -3.4083 -2.1409
H: -3.8823 -0.8621 -1.8686
H: -2.3714 -0.9694 -2.7753
H: -2.5634 0.2771 -1.5346
H: -4.0466 -1.4330 0.4425
H: -2.6711 -0.4802 1.0167
H: -2.7414 -2.2136 1.3440
H: 0.1772 -4.3588 0.0596
H: 0.6030 -5.5854 2.1099
H: 0.6105 -4.4225 4.2970
H: 0.1475 -1.9891 4.3812
H: -0.2893 -0.7518 2.2943
H: -0.3814 -1.0910 -3.5548
H: 1.3158 -1.5089 -3.8220
H: 0.8863 -0.1316 -2.8026
H: -0.6537 -3.3835 -3.0701
H: 0.0393 -4.2237 -1.6906
H: 1.0521 -3.7989 -3.0598
H: 2.3461 -1.1384 -0.9549
H: 2.7350 -2.3783 -2.1495
H: 2.1815 -2.8552 -0.5383

4.
Density functional theory data (ωB97M-V/def2-TZVPD) for a molecular structure, C37H31BF4P2PtSi at a distorted geometry.

Its charge is +2. As for the orbital gap (spin up / spin down): 6.58 / 4.07 eV. As for the expectation value of S²: 6.044. As for the highest occupied orbital energy (spin up / spin down): -12.53 / -14.21 eV. The spin multiplicity is 5.

Element x y z (Å)
Pt: -0.1444 0.0890 -0.1610
C: 1.9300 -3.2923 -0.0941
Si: 0.9875 -1.8385 0.6872
C: 1.9537 -1.0357 2.1606
C: 3.2002 -1.5477 2.4888
C: 4.0089 -0.8951 3.4076
C: 3.5697 0.2711 4.0123
C: 2.3224 0.7934 3.7057
C: 1.5168 0.1428 2.7734
P: -0.1143 0.8470 2.3554
C: 0.1848 2.0046 0.9459
C: -0.9030 2.7899 0.4877
C: -0.7002 3.7609 -0.4753
C: 0.5584 3.9324 -1.0416
C: 1.6334 3.1541 -0.6196
C: 1.4625 2.1928 0.3609
C: -0.5701 1.8718 3.7832
C: -0.4792 3.2619 3.7721
C: -0.7764 3.9631 4.9271
C: -1.1928 3.2917 6.0686
C: -1.3020 1.9067 6.0687
C: -1.0022 1.1944 4.9245
C: -0.6460 -2.5549 1.5814
C: -0.3972 -3.5871 2.4674
C: -1.4436 -4.3308 2.9960
C: -2.7464 -4.0185 2.6503
C: -3.0061 -2.9681 1.7906
C: -1.9604 -2.2155 1.2523
P: -2.3856 -0.8068 0.1665
C: -2.5486 -1.3929 -1.5402
C: -2.6959 -2.7360 -1.8849
C: -2.6851 -3.0969 -3.2211
C: -2.4915 -2.1327 -4.2068
C: -2.4162 -0.7857 -3.8673
C: -2.4225 -0.4154 -2.5391
C: -4.0486 -0.2717 0.6525
C: -4.2949 0.1979 1.9433
C: -5.5778 0.5612 2.3069
C: -6.6176 0.4764 1.3893
C: -6.3674 0.0282 0.1026
C: -5.0892 -0.3355 -0.2765
H: 2.2306 -4.0223 0.6546
H: 2.8152 -2.9423 -0.6221
H: 1.3094 -3.7935 -0.8329
H: 3.5556 -2.4481 2.0162
H: 4.9826 -1.3008 3.6419
H: 4.1951 0.7838 4.7281
H: 1.9820 1.7128 4.1626
H: -1.8791 2.6699 0.9457
H: -1.5202 4.3881 -0.7900
H: 0.7045 4.6771 -1.8083
H: 2.6068 3.3087 -1.0553
H: 2.3180 1.6424 0.7333
H: -0.1559 3.7763 2.8782
H: -0.6777 5.0379 4.9358
H: -1.4371 3.8499 6.9586
H: -1.6230 1.3882 6.9578
H: -1.0867 0.1157 4.8988
H: 0.6140 -3.8447 2.7374
H: -1.2346 -5.1489 3.6682
H: -3.5661 -4.5890 3.0585
H: -4.0227 -2.7216 1.5176
H: -2.7973 -3.4833 -1.1115
H: -2.7960 -4.1339 -3.4989
H: -2.3618 -2.4360 -5.2348
H: -2.2926 -0.0381 -4.6331
H: -2.3060 0.6295 -2.2669
H: -3.4791 0.2721 2.6524
H: -5.7757 0.9133 3.3058
H: -7.6166 0.7675 1.6761
H: -7.1759 -0.0407 -0.6073
H: -4.8973 -0.6807 -1.2813
F: 0.6475 0.3527 -2.3538
B: 0.9235 -0.9984 -2.8538
F: 0.1105 -1.7902 -1.9665
F: 2.2093 -1.2902 -2.5879
F: 0.4923 -1.1405 -4.1071

5.
Density functional theory data (ωB97M-V/def2-TZVPD) for a molecular structure, C21H33N6OS6Sr.

Its charge is -1. As for the orbital gap: 5.74 eV. As for the energy above the lowest of the compared OMol25 structures with the same formula, charge and spin: 49.71 kJ/mol. As for the highest occupied orbital energy: -3.54 eV. The spin multiplicity is 1.

Element x y z (Å)
Sr: -0.8621 1.7676 -0.0788
N: 0.5640 1.7068 2.2407
C: -0.2636 1.7182 3.4438
C: -1.0183 0.3977 3.5854
N: -1.7531 -0.0258 2.3936
C: -1.7174 -1.4788 2.1850
C: -0.3493 -2.1491 2.2568
N: 0.6886 -1.3745 1.5879
C: -3.1641 0.3630 2.4298
C: -3.4204 1.8456 2.6377
N: -2.8034 2.6232 1.5711
H: 1.0352 0.8098 2.1246
H: 1.2521 2.4490 2.2659
H: -0.9367 2.5721 3.3812
H: 0.3233 1.8363 4.3648
H: -1.6767 0.4460 4.4668
H: -0.2652 -0.3570 3.8045
H: -2.1365 -1.6622 1.1949
H: -2.3713 -1.9935 2.9117
H: -0.4907 -3.1535 1.8337
H: -0.0501 -2.3002 3.2987
H: 0.3790 -1.1158 0.6537
H: 1.5329 -1.9237 1.4835
H: -3.6907 -0.1935 3.2261
H: -3.6142 0.0551 1.4800
H: -3.0117 2.1579 3.6006
H: -4.5054 1.9906 2.7061
H: -2.7759 3.6174 1.7698
H: -3.3587 2.5303 0.7105
C: -1.1992 -4.5439 -1.7405
C: -0.8882 -3.5920 -2.8890
N: 0.3457 -2.8433 -2.6996
C: 1.5782 -3.4432 -3.2055
C: 2.4248 -4.1093 -2.1269
C: 0.3825 -1.6529 -2.0391
S: -1.0927 -1.0367 -1.4126
N: 1.6184 -1.1182 -2.0087
C: 1.9515 0.0049 -1.3679
O: 1.2438 0.7143 -0.6306
C: 3.3962 0.4033 -1.5328
C: 3.8343 1.5916 -0.9582
C: 5.1596 1.9820 -1.0764
C: 6.0598 1.1832 -1.7674
C: 5.6278 -0.0043 -2.3443
C: 4.3013 -0.3906 -2.2303
H: -2.1487 -5.0528 -1.9155
H: -1.2782 -3.9804 -0.8105
H: -0.4234 -5.3031 -1.6286
H: -1.7030 -2.8815 -3.0052
H: -0.7897 -4.1473 -3.8245
H: 2.1627 -2.6705 -3.7019
H: 1.2864 -4.1795 -3.9563
H: 2.7320 -3.3690 -1.3896
H: 3.3209 -4.5504 -2.5689
H: 1.8720 -4.9012 -1.6202
H: 3.1195 2.2062 -0.4279
H: 5.4884 2.9129 -0.6322
H: 7.0951 1.4870 -1.8597
H: 6.3271 -0.6286 -2.8865
H: 3.9468 -1.3098 -2.6755
S: -5.6021 7.7118 -0.4435
C: -4.5019 6.4813 -0.6442
S: -2.8358 6.5984 -0.2408
C: -2.3113 4.9770 -0.6851
C: -3.2950 4.1757 -1.1754
S: -3.2544 2.5100 -1.7269
S: -4.8851 4.9268 -1.2634
S: -0.6055 4.6826 -0.4178

6.
Density functional theory data (ωB97M-V/def2-TZVPD) for C22H23BrN4O3S in the gas phase at a distorted geometry.

Its charge is 0. As for the orbital gap: 8.89 eV. Its SMILES is CCn1c(CNC(=O)Cc2ccc(OC)cc2)nnc1SCC(=O)c1ccc(Br)cc1. As for the highest occupied orbital energy: -8.43 eV. The spin multiplicity is 1.

Element x y z (Å)
C: -1.8497 -0.4968 -3.0695
C: -1.9432 -1.9735 -2.6981
N: -1.8662 -2.1476 -1.2696
C: -0.7832 -2.3544 -0.4582
C: 0.6327 -2.4835 -0.9131
N: 1.4874 -1.6069 -0.1409
C: 1.2988 -0.2688 -0.1833
O: 0.5154 0.2523 -0.9507
C: 2.1805 0.5090 0.7827
C: 3.6110 0.0621 0.6843
C: 4.1615 -0.8146 1.6141
C: 5.4656 -1.2452 1.4938
C: 6.2589 -0.8101 0.4317
O: 7.5307 -1.2955 0.4031
C: 8.3871 -0.8783 -0.6321
C: 5.7156 0.0665 -0.5014
C: 4.4052 0.4912 -0.3687
N: -1.1536 -2.3673 0.7915
N: -2.4777 -2.1619 0.8434
C: -2.8947 -2.0236 -0.3851
S: -4.5196 -1.6487 -0.8469
C: -5.1763 -1.2789 0.8054
C: -4.2362 -0.5398 1.7527
O: -4.3127 -0.7677 2.9346
C: -3.3187 0.4813 1.1963
C: -2.1358 0.7161 1.8987
C: -1.2005 1.6104 1.4244
C: -1.4487 2.2744 0.2340
Br: -0.1598 3.4839 -0.4390
C: -2.6305 2.0853 -0.4611
C: -3.5677 1.1916 0.0242
H: -0.9717 -0.0501 -2.6077
H: -1.7826 -0.3910 -4.1483
H: -2.7326 0.0314 -2.7188
H: -1.1317 -2.5420 -3.1585
H: -2.8970 -2.3931 -3.0326
H: 0.7052 -2.1954 -1.9661
H: 0.9839 -3.5098 -0.7900
H: 2.0166 -2.0011 0.6193
H: 1.7990 0.3405 1.7924
H: 2.0891 1.5682 0.5375
H: 3.5688 -1.1539 2.4527
H: 5.8992 -1.9197 2.2150
H: 9.3373 -1.3767 -0.4468
H: 8.5387 0.2057 -0.6164
H: 8.0074 -1.1785 -1.6142
H: 6.3004 0.4272 -1.3326
H: 3.9935 1.1731 -1.0982
H: -5.4684 -2.2149 1.2829
H: -6.0687 -0.6722 0.6355
H: -1.9621 0.1609 2.8073
H: -0.2859 1.7916 1.9666
H: -2.8151 2.6292 -1.3752
H: -4.4963 1.0654 -0.5117

7.
Density functional theory data (ωB97M-V/def2-TZVPD) for 2 unconnected molecules or ions with the total composition C7H5Cl4F at a distorted geometry.

Its charge is 0. As for the orbital gap: 9.23 eV. Its SMILES is ClC(Cl)(Cl)Cl.Fc1ccccc1. As for the energy above the lowest of the compared OMol25 structures with the same formula, charge and spin: 40.68 kJ/mol. As for the highest occupied orbital energy: -9.42 eV. The spin multiplicity is 1.

Element x y z (Å)
Cl: -8.7301 2.9332 -0.4867
C: -8.1013 2.9731 1.1414
Cl: -8.2970 4.6601 1.7121
Cl: -9.0459 1.8642 2.3387
Cl: -6.3573 2.5674 1.1801
F: 5.7369 -2.1490 -1.4174
C: 4.5579 -1.7281 -0.9109
C: 4.5082 -0.4530 -0.4286
C: 3.2593 0.0323 0.0082
C: 2.1525 -0.7454 0.0286
C: 2.2546 -2.1013 -0.3949
C: 3.4515 -2.5442 -0.9144
H: 5.3692 0.1883 -0.5464
H: 3.2112 1.0842 0.2481
H: 1.2082 -0.2991 0.3033
H: 1.3931 -2.7327 -0.5545
H: 3.4291 -3.5501 -1.3068

8.
Density functional theory data (ωB97M-V/def2-TZVPD) for C4H7NO2 in the gas phase.

Its charge is 0. As for the orbital gap: 7.75 eV. As for the energy above the lowest of the compared OMol25 structures with the same formula, charge and spin: 552.04 kJ/mol. As for the highest occupied orbital energy: -7.24 eV. The spin multiplicity is 1.

Element x y z (Å)
O: -1.0912 0.3034 0.8984
C: -1.2709 -0.0197 -0.6431
C: 0.0023 1.3292 0.8235
O: 1.2429 0.7562 0.9361
C: 1.7467 -0.0235 -0.1129
N: 1.1636 -0.7932 -0.9070
C: -0.2747 -1.0943 -0.9188
H: -0.8710 -0.4996 1.4413
H: -2.2850 -0.4180 -0.6819
H: -0.1434 1.8084 -0.1538
H: -0.1889 1.9879 1.6645
H: 2.8335 0.0722 -0.0991
H: -0.5252 -1.3868 -1.9423
H: -0.3389 -2.0223 -0.3051

9.
Density functional theory data (ωB97M-V/def2-TZVPD) for a molecular structure, C4H13N3S at a distorted geometry.

Its charge is 0. As for the orbital gap: 7.91 eV. As for the energy above the lowest of the compared OMol25 structures with the same formula, charge and spin: 192.11 kJ/mol. As for the highest occupied orbital energy: -7.39 eV. The spin multiplicity is 1.

Element x y z (Å)
C: 0.6964 -0.4714 2.8429
N: -0.9034 -1.7968 -0.1597
C: -0.0376 -1.4812 0.7476
N: -0.3458 -1.1306 1.9946
H: 0.3617 0.4915 3.1057
H: 1.5757 -0.3294 2.2680
H: 0.8417 -1.0432 3.6920
H: -1.8720 -1.6783 0.1324
H: -0.6027 -1.5098 -1.3678
H: 0.9857 -1.5169 0.4421
H: -1.2406 -1.2381 2.4285
C: -0.1531 1.4797 -0.9731
C: -0.6410 0.7582 -2.2377
S: 0.1065 -0.8902 -2.6938
N: 1.3028 1.7714 -1.0090
H: -0.4353 0.8690 -0.0727
H: -0.7286 2.4198 -0.7938
H: -0.3678 1.4270 -3.1164
H: -1.7595 0.5263 -2.0686
H: 1.4207 2.4349 -1.8000
H: 1.7963 0.9081 -1.3612

| no. | electronic energy (Ha) |
| --- | --- |
| 1 | -6731.2186 |
| 2 | -358.2340 |
| 3 | -1912.2987 |
| 4 | -2943.9418 |
| 5 | -3643.8891 |
| 6 | -4269.1002 |
| 7 | -2210.3392 |
| 8 | -361.6706 |
| 9 | -722.5957 |